Record 1
Below is C4H24B4Be2Cl8 as an isolated structure at a distorted geometry, with properties calculated with wB97M-V/def2-TZVPD.

Each line ends with the Löwdin charge.
Cartesian coordinates (Å):
Be 3.277 -6.132 1.954  0.16
Be 1.873 -3.712 3.577  0.12
B 1.474 -4.886 5.050  -0.30
H 0.687 -4.152 5.120  0.02
H 1.417 -5.321 4.065  -0.04
H 2.455 -4.438 5.081  0.01
H 1.460 -5.614 5.847  0.07
B 1.820 -4.820 2.122  -0.89
H 1.410 -5.253 3.021  0.00
H 2.856 -4.550 2.259  -0.06
H 1.789 -5.610 1.388  -0.11
H 1.184 -3.986 1.866  -0.15
B 3.553 -4.974 3.784  -0.71
H 3.507 -3.929 3.517  0.03
H 3.872 -5.091 4.808  0.09
H 2.584 -5.439 3.701  -0.05
H 4.155 -5.494 3.054  -0.07
B 3.179 -7.363 3.385  -0.43
H 4.029 -6.732 3.589  0.03
H 2.312 -6.734 3.257  -0.04
H 3.398 -7.949 2.505  0.01
H 3.034 -8.007 4.239  0.05
C 1.048 -4.758 -0.295  -0.84
Cl 0.502 -6.444 -0.102  0.59
Cl -0.358 -3.705 0.064  0.76
H 1.905 -4.545 0.344  -0.05
H 1.344 -4.673 -1.341  0.04
C -0.072 -1.778 1.142  -0.98
Cl 0.464 -2.847 2.531  0.91
Cl -1.803 -1.527 1.148  0.63
H 0.553 -0.884 1.122  0.06
H 0.216 -2.377 0.278  -0.20
C 4.912 -4.055 0.219  -0.80
Cl 3.604 -3.116 -0.538  0.61
Cl 4.467 -4.407 1.895  0.94
H 4.966 -4.935 -0.421  0.04
H 5.852 -3.503 0.227  0.04
C 1.443 -8.739 1.685  -0.78
Cl 1.230 -6.958 1.711  0.61
Cl 1.109 -9.407 3.324  0.59
H 0.642 -9.098 1.039  0.03
H 2.424 -8.950 1.259  0.05

Summary:
- calculated total energy (eV) = -108183.5827
- F_max (eV Å⁻¹) = 16.046
- spin multiplicity = 1

Record 2
Below is C31H48N5O10PS2SbW as an isolated structure at a distorted geometry, with properties calculated with wB97M-V/def2-TZVPD.

Each line ends with the Löwdin charge.
Cartesian coordinates (Å):
W -0.786 -0.140 -0.382  1.75
N -0.624 5.475 5.686  0.13
C -0.856 4.235 5.166  -0.30
C -0.163 3.115 5.652  -0.02
C -0.302 1.890 5.042  -0.06
C -1.172 1.757 3.965  -0.31
C -1.916 2.840 3.507  -0.06
C -1.756 4.070 4.100  -0.01
S -1.285 0.229 3.153  0.69
O -0.418 -0.716 3.787  -0.26
O -2.659 -0.138 2.985  -0.28
N -0.731 0.444 1.550  -0.19
C 0.660 0.266 1.531  -0.50
N 1.468 0.966 2.289  0.19
C 2.768 0.698 2.162  -0.04
C 3.217 -0.293 1.305  -0.01
C 2.303 -0.966 0.529  -0.08
N 0.987 -0.682 0.587  0.00
H -0.135 5.560 6.559  0.10
H -1.235 6.231 5.435  0.10
H 0.485 3.226 6.512  0.12
H 0.237 1.023 5.397  0.12
H -2.613 2.706 2.693  0.11
H -2.323 4.921 3.746  0.12
H 3.423 1.293 2.785  0.13
H 4.263 -0.554 1.258  0.12
H 2.553 -1.808 -0.103  0.13
C -1.899 -4.646 2.391  -0.01
C -0.732 -3.850 1.836  -0.55
C 0.295 -3.541 2.905  -0.02
C -0.062 -4.546 0.655  -0.03
O -1.277 -2.512 1.380  -0.18
P -2.041 -2.431 0.009  0.30
O -2.891 -3.525 -0.430  -0.18
O -0.876 -1.967 -0.974  -0.46
O -2.776 -0.955 0.115  -0.35
C -4.323 -0.797 0.291  -0.50
C -4.782 -1.753 1.371  -0.01
C -4.960 -1.096 -1.049  -0.04
C -4.517 0.657 0.667  -0.01
H -1.536 -5.596 2.782  0.10
H -2.634 -4.841 1.612  0.08
H -2.370 -4.084 3.198  0.10
H 0.748 -4.470 3.246  0.10
H -0.167 -3.025 3.742  0.08
H 1.074 -2.890 2.505  0.08
H 0.488 -5.415 1.014  0.10
H 0.641 -3.864 0.174  0.08
H -0.793 -4.878 -0.082  0.08
H -4.716 -2.785 1.033  0.09
H -5.818 -1.523 1.618  0.11
H -4.179 -1.614 2.265  0.08
H -4.607 -2.046 -1.447  0.08
H -4.770 -0.294 -1.762  0.06
H -6.038 -1.168 -0.902  0.11
H -4.159 0.835 1.676  0.07
H -5.578 0.898 0.607  0.11
H -3.976 1.301 -0.025  0.08
C -1.404 1.139 -4.449  -0.25
Sb -1.987 -0.317 -2.986  1.48
C -0.698 -1.800 -3.847  -0.26
C -3.640 -1.046 -4.175  -0.27
H -1.806 0.799 -5.401  0.02
H -0.316 1.153 -4.484  -0.01
H -1.809 2.124 -4.226  0.01
H -0.807 -1.773 -4.929  0.03
H -0.981 -2.781 -3.470  0.02
H 0.328 -1.573 -3.569  -0.01
H -3.251 -1.207 -5.178  0.02
H -4.433 -0.302 -4.214  0.01
H -4.043 -1.979 -3.788  0.01
C 8.383 0.484 -3.353  -0.05
C 6.893 0.448 -3.145  -0.27
C 6.327 -0.315 -2.134  -0.04
C 4.948 -0.323 -1.933  -0.09
C 4.142 0.453 -2.738  -0.31
C 4.675 1.197 -3.777  -0.08
C 6.046 1.193 -3.970  -0.03
S 2.278 0.518 -2.413  0.93
O 1.835 0.538 -3.820  -0.45
O 0.386 0.363 -1.624  -0.62
N 2.423 2.160 -1.936  -0.18
C 1.566 2.755 -0.910  -0.20
C 0.099 3.111 -1.365  -0.06
C -0.887 2.625 -0.316  -0.56
O -0.956 3.115 0.772  0.13
O -1.661 1.563 -0.698  -0.31
H 8.881 -0.277 -2.755  0.08
H 8.780 1.458 -3.061  0.09
H 8.633 0.325 -4.401  0.08
H 6.964 -0.909 -1.488  0.11
H 4.529 -0.937 -1.146  0.07
H 4.033 1.767 -4.437  0.11
H 6.474 1.784 -4.771  0.12
H 2.427 2.720 -2.784  0.10
H 2.049 3.657 -0.535  0.13
H 1.535 2.051 -0.081  0.08
H -0.108 2.623 -2.315  0.09
H -0.006 4.189 -1.466  0.13

Summary:
- ΔE to the lowest compared entry with this formula, charge and spin (kcal per mole) = 108.5
- calculated total energy (eV) = -100169.7920
- F_max (eV Å⁻¹) = 6.279
- charge = +1
- spin multiplicity = 1

Record 3
Below is one molecule with the formula C6H9N at a distorted geometry, with properties calculated with wB97M-V/def2-TZVPD.

Each line ends with the Löwdin charge.
Cartesian coordinates (Å):
C 0.151 -1.185 -1.311  -0.07
C 0.138 -0.120 -2.205  -0.11
N -0.027 1.009 -1.400  0.03
C -0.057 0.671 -0.089  -0.30
C -0.048 -0.709 0.016  -0.27
C 0.045 -1.495 1.282  -0.06
C -0.032 1.636 1.063  -0.03
H 0.507 -2.201 -1.426  0.10
H -0.293 0.046 -3.177  0.10
H -0.399 1.886 -1.739  0.15
H 1.039 -1.488 1.729  0.08
H -0.262 -2.528 1.109  0.07
H -0.648 -1.076 2.019  0.07
H -0.939 1.492 1.655  0.08
H 0.797 1.385 1.725  0.08
H 0.028 2.678 0.750  0.07

Summary:
- ΔE to the lowest compared entry with this formula, charge and spin (kcal per mole) = 16.0
- calculated total energy (eV) = -7857.4650
- F_max (eV Å⁻¹) = 2.029
- SMILES string = Cc1cc[nH]c1C
- spin multiplicity = 1

For the records above, the corresponding gap between HOMO and LUMO values read 5.338, 6.169, 8.807 eV.